Here is a structure of composition C39H69N6O3PS3SbSi3V from OMol25. Energies are from ωB97M-V/def2-TZVPD.

Cartesian coordinates (Å):
V1 -0.58 0.25 0.56
C1 -0.71 4.24 1.98
C2 -0.35 2.82 1.70
N1 -1.15 2.01 0.97
N2 -2.47 2.38 0.70
C3 -3.35 1.39 0.61
N3 -4.57 1.64 0.17
S1 -2.79 -0.19 1.12
C4 0.74 2.12 2.19
C5 1.77 2.68 3.00
C6 2.67 1.93 3.67
C7 2.52 0.45 3.68
C8 1.49 -0.18 2.64
N4 0.74 0.74 1.82
H1 -1.66 4.28 2.52
H2 -0.85 4.78 1.04
H3 0.04 4.74 2.58
H4 -2.67 3.31 0.31
H5 -4.73 2.43 -0.54
H6 -5.16 0.83 0.07
H7 1.85 3.76 3.04
H8 3.47 2.37 4.24
H9 3.46 -0.08 3.75
H10 2.27 -2.17 2.69
C9 -0.02 -3.45 2.68
Sb1 0.23 -2.28 0.86
C10 2.07 -1.44 1.91
C11 0.63 -0.45 3.91
C12 -0.68 -0.64 4.33
C13 -0.93 -0.44 5.67
C14 0.06 0.00 6.54
C15 1.32 0.25 6.05
N5 1.55 -0.02 4.77
Si1 3.78 -1.12 1.12
C16 5.00 -2.01 2.25
C17 4.25 0.69 1.13
C18 4.07 -1.83 -0.58
C19 0.05 -4.10 -0.39
C20 0.42 -3.57 -1.76
C21 0.11 -4.22 -2.96
C22 0.43 -3.63 -4.16
C23 1.08 -2.40 -4.15
C24 1.38 -1.83 -2.93
N6 1.05 -2.40 -1.77
Si2 -1.81 -4.57 -0.42
C25 -2.61 -4.89 1.24
C26 -2.74 -3.18 -1.23
C27 -2.08 -6.16 -1.40
Si3 1.23 -5.52 0.10
C28 1.73 -6.51 -1.40
C29 0.44 -6.73 1.29
C30 2.83 -4.89 0.84
H11 0.13 -2.83 3.56
H12 0.76 -4.21 2.68
H13 -0.99 -3.93 2.75
H14 -1.45 -0.92 3.63
H15 -1.94 -0.59 6.04
H16 -0.15 0.18 7.58
H17 2.14 0.65 6.64
H18 4.91 -1.72 3.30
H19 6.03 -1.77 1.93
H20 4.88 -3.09 2.18
H21 4.74 0.98 2.06
H22 3.40 1.35 0.98
H23 4.97 0.87 0.32
H24 3.23 -2.41 -0.93
H25 4.96 -2.47 -0.56
H26 4.26 -1.03 -1.31
H27 -0.38 -5.19 -2.94
H28 0.19 -4.11 -5.09
H29 1.35 -1.89 -5.07
H30 1.89 -0.88 -2.86
H31 -2.86 -3.97 1.76
H32 -2.03 -5.53 1.90
H33 -3.56 -5.41 1.03
H34 -3.07 -2.45 -0.49
H35 -3.63 -3.56 -1.75
H36 -2.13 -2.64 -1.97
H37 -1.22 -6.84 -1.39
H38 -2.33 -5.95 -2.45
H39 -2.93 -6.70 -0.97
H40 0.89 -7.06 -1.85
H41 2.48 -7.25 -1.09
H42 2.18 -5.89 -2.18
H43 -0.50 -7.14 0.90
H44 0.24 -6.30 2.27
H45 1.13 -7.57 1.42
H46 3.55 -4.65 0.05
H47 3.28 -5.65 1.48
H48 2.69 -3.99 1.44
C31 0.78 3.10 -1.39
C32 1.24 1.82 -2.06
C33 2.75 1.73 -2.12
O1 0.76 0.65 -1.36
H49 1.13 3.96 -1.96
H50 1.18 3.15 -0.38
H51 -0.31 3.15 -1.35
H52 0.82 1.78 -3.07
H53 3.17 1.80 -1.11
H54 3.14 2.56 -2.71
H55 3.08 0.80 -2.57
C34 -3.82 6.84 -0.69
C35 -2.50 6.17 -0.38
C36 -1.31 6.97 -0.89
O2 -2.37 4.82 -0.88
P1 -2.99 4.07 -2.24
S2 -5.00 3.89 -1.94
S3 -0.90 0.30 -1.67
O3 -2.82 5.39 -3.24
C37 -3.01 5.33 -4.66
C38 -3.09 3.92 -5.21
C39 -1.88 6.11 -5.29
H56 -3.88 7.77 -0.12
H57 -4.66 6.20 -0.41
H58 -3.91 7.07 -1.75
H59 -2.41 6.06 0.71
H60 -1.34 7.00 -1.98
H61 -0.37 6.52 -0.58
H62 -1.35 7.99 -0.50
H63 -3.96 5.84 -4.86
H64 -2.17 3.36 -4.99
H65 -3.23 3.96 -6.30
H66 -3.93 3.37 -4.78
H67 -0.93 5.59 -5.11
H68 -1.81 7.11 -4.84
H69 -2.03 6.22 -6.36

## Properties
2S+1: 1
Energy relative to the best compared isomer or geometry (same formula, charge and spin), kJ/mol: 10.9
Charge: 0
E, eV: -154299.997



Here is a cluster of 9 separate species, C39H72Cl17F3N3O5P2SSi in total from OMol25. Energies are from ωB97M-V/def2-TZVPD.

Cartesian coordinates (Å):
C1 0.84 1.55 -0.74
C2 -0.45 1.39 -0.33
C3 -1.46 0.35 -0.77
C4 -2.32 -0.04 0.55
F1 -2.77 -1.34 0.32
F2 -3.46 0.71 0.66
C5 -1.54 -0.09 1.85
C6 -1.66 1.17 2.75
Si1 -1.50 0.83 4.62
C7 -3.15 1.32 5.41
C8 -1.21 -0.98 5.04
C9 -0.05 1.82 5.33
C10 1.16 1.18 5.45
C11 2.28 1.90 5.92
C12 2.11 3.21 6.25
C13 0.88 3.83 6.17
C14 -0.21 3.15 5.70
C15 -2.54 1.02 -1.70
N1 -2.14 1.16 -3.14
C16 -1.80 2.56 -3.56
C17 -2.88 3.62 -3.33
F3 -0.68 3.02 -2.91
P1 -3.65 0.64 -4.14
O1 -3.59 1.31 -5.62
O2 -4.92 1.31 -3.39
C18 -0.98 0.28 -3.50
C19 -0.79 -0.03 -5.00
C20 0.62 -0.65 -5.20
C21 1.02 -0.68 -6.69
C22 2.52 -0.99 -6.77
S1 3.51 0.44 -6.29
O3 2.78 1.62 -6.63
O4 3.75 0.38 -4.88
Cl1 5.33 0.37 -7.21
C23 -1.20 -1.08 -2.79
N2 -0.96 -0.88 -1.35
P2 0.34 -1.68 -0.64
N3 -0.09 -3.36 -0.56
O5 1.57 -1.60 -1.77
H1 1.64 0.82 -0.59
H2 1.14 2.48 -1.23
H3 -0.82 2.13 0.40
H4 -0.48 -0.32 1.74
H5 -1.97 -0.92 2.42
H6 -2.57 1.76 2.61
H7 -0.81 1.84 2.51
H8 -3.62 2.10 4.80
H9 -3.82 0.45 5.39
H10 -3.06 1.63 6.46
H11 -0.47 -1.47 4.39
H12 -2.14 -1.56 4.94
H13 -0.87 -1.14 6.07
H14 1.24 0.14 5.15
H15 3.24 1.39 5.97
H16 2.99 3.75 6.58
H17 0.79 4.88 6.45
H18 -1.18 3.61 5.59
H19 -3.37 0.31 -1.68
H20 -2.78 1.97 -1.22
H21 -1.53 2.59 -4.62
H22 -2.44 4.57 -3.64
H23 -3.15 3.75 -2.28
H24 -3.79 3.49 -3.93
H25 -3.51 2.28 -5.63
H26 -5.72 1.28 -3.93
H27 -0.03 0.65 -3.11
H28 -1.50 -0.81 -5.29
H29 -0.83 0.84 -5.67
H30 0.66 -1.69 -4.84
H31 1.33 -0.09 -4.58
H32 0.78 0.26 -7.18
H33 0.52 -1.54 -7.14
H34 2.82 -1.81 -6.11
H35 2.80 -1.31 -7.78
H36 -2.23 -1.46 -2.92
H37 -0.52 -1.84 -3.16
H38 -1.02 -3.34 -0.14
H39 0.55 -3.71 0.16
H40 2.13 -2.39 -1.73
Cl2 0.02 -6.20 -2.75
C24 1.74 -6.52 -3.09
C25 2.61 -6.35 -1.87
Cl3 2.71 -4.65 -1.34
H41 2.05 -5.85 -3.89
H42 1.81 -7.54 -3.46
H43 3.62 -6.67 -2.10
H44 2.24 -6.94 -1.03
Cl4 1.79 -1.11 -10.83
C26 3.55 -0.99 -10.58
C27 4.30 -0.81 -11.87
Cl5 4.23 -2.26 -12.90
H45 3.87 -1.89 -10.05
H46 3.72 -0.13 -9.93
H47 5.35 -0.62 -11.66
H48 3.91 0.03 -12.44
Cl6 -3.71 -0.68 8.34
C28 -3.54 0.15 9.91
C29 -4.56 1.24 10.09
Cl7 -4.28 2.61 8.98
H49 -2.53 0.54 9.98
H50 -3.67 -0.61 10.68
H51 -4.51 1.64 11.10
H52 -5.57 0.88 9.92
Cl8 -0.50 -0.41 11.45
C30 0.06 -1.53 10.18
C31 1.29 -1.01 9.47
Cl9 0.94 0.44 8.48
H53 -0.76 -1.69 9.49
H54 0.29 -2.48 10.67
H55 1.67 -1.77 8.79
H56 2.07 -0.75 10.18
Cl10 -6.46 4.32 6.36
C32 -7.88 4.77 7.35
C33 -7.64 6.03 8.14
Cl11 -6.44 5.80 9.43
H57 -8.11 3.93 7.99
H58 -8.71 4.92 6.66
H59 -8.57 6.33 8.63
H60 -7.31 6.84 7.51
Cl12 8.45 -0.91 -1.87
C34 8.46 -0.72 -3.64
C35 7.07 -0.59 -4.21
Cl13 6.14 -2.11 -4.07
H61 8.99 -1.57 -4.07
H62 9.03 0.18 -3.86
H63 7.13 -0.35 -5.27
H64 6.51 0.19 -3.71
Cl14 5.44 3.96 5.10
C36 5.43 4.04 3.32
C37 4.04 4.06 2.74
Cl15 3.18 2.51 2.97
H65 6.00 3.19 2.95
H66 5.96 4.95 3.05
H67 4.10 4.24 1.67
H68 3.43 4.85 3.19
Cl16 0.30 -5.71 -7.17
C38 -1.01 -6.87 -7.51
C39 -1.61 -7.44 -6.25
Cl17 -0.48 -8.50 -5.39
H69 -0.61 -7.65 -8.15
H70 -1.78 -6.33 -8.07
H71 -2.49 -8.04 -6.49
H72 -1.92 -6.65 -5.57

## Properties
2S+1: 1
Energy relative to the best compared isomer or geometry (same formula, charge and spin), kJ/mol: 0.0
Charge: +1
E, eV: -314638.493